C6H11NO | the ωB97M-V functional and the def2-TZVPD basis

The value obtained for the total energy is -365.0222 Ha. Its energy above the lowest of the compared OMol25 structures with the same formula, charge and spin is 131.3 kcal per mole. The SMILES is C[C@]12CCN[C@@H]1[C@@H]2O. The calculation puts the HOMO-LUMO gap at 8.80 eV. Its LUMO energy is 0.581 eV. The calculation puts the molar mass at 113.2 g mol⁻¹.

XYZ file:
```
19
Properties=species:S:1:pos:R:3:forces:R:3
C -0.30155 1.49480 -0.55115 -0.7 0.4 -0.8
C -0.10745 0.36153 0.48844 0.2 2.8 2.3
C 1.38486 0.51011 1.08904 -0.9 -0.5 0.1
C 2.07840 -0.14250 -0.27873 1.6 -0.1 0.7
C -0.10965 -1.01552 0.08159 1.9 -1.6 -1.2
C -1.43469 -0.43098 0.50024 0.7 -1.0 2.1
H -0.65481 2.50039 -0.13249 0.2 -1.7 0.0
H -1.04571 1.22478 -1.35796 1.0 0.3 0.8
H 0.65124 1.75406 -1.00693 0.1 -0.1 -0.3
H 1.68012 1.55486 1.39860 -0.1 -1.1 -0.7
H 1.53696 -0.18819 1.98824 -0.2 1.0 -1.4
H 2.86857 -0.88909 -0.03425 -0.4 0.8 0.5
H 2.69804 0.61174 -0.98692 -2.1 -1.5 1.3
H 0.64574 -0.42691 -1.66168 0.2 -0.8 -0.1
H 0.03335 -1.72562 0.93255 0.8 0.6 -0.8
H -1.84383 -0.96244 1.37354 0.8 0.1 0.0
H -3.19445 -0.63028 -0.06036 0.2 0.4 -0.3
N 1.03296 -1.03982 -0.93009 -1.2 1.0 -0.9
O -2.45819 -0.02616 -0.23979 -2.2 0.8 -1.5
```
Forces are in eV/Å.

Löwdin population analysis, charges in e, atoms 1 to 2:
1. C -0.049
2. C -0.384